No. 1
DFT (ωB97M-V with the def2-TZVPD basis set) results for 41 unconnected molecules or ions with the total composition C4H84ClN2O40.

Geometry as XYZ:
```
131
Properties=species:S:1:pos:R:3:lowdin_charge:R:1
Cl 3.359 -2.152 0.394 0.8156
C 1.766 -1.403 0.650 -0.4794
C 0.634 -2.287 0.827 0.0320
C -0.630 -1.565 1.068 0.0413
N -0.552 -0.227 1.061 0.0302
N 0.438 0.595 0.888 0.1113
C 1.637 0.057 0.666 -0.0618
H 0.682 -3.401 0.793 0.1125
H -1.586 -2.117 1.220 0.1587
H -1.469 0.234 1.215 0.1624
H 2.508 0.725 0.498 0.1507
O 0.397 3.814 -0.228 -0.0561
H 0.647 2.897 -0.080 0.0053
H 0.969 4.316 0.369 0.0191
O 5.069 0.075 -1.515 -0.0811
H 5.311 -0.200 -2.417 0.0112
H 4.573 -0.674 -1.168 -0.0567
O -3.192 -0.104 0.062 -0.0620
H -3.065 -0.497 -0.809 0.0461
H -4.056 -0.444 0.349 0.0111
O 3.243 -3.127 4.097 -0.0487
H 4.100 -2.709 4.259 0.0219
H 3.112 -3.035 3.151 -0.0020
O 1.665 -5.268 5.752 -0.0639
H 2.321 -4.610 5.485 0.0007
H 0.833 -4.778 5.768 0.0068
O -1.737 3.175 -2.234 -0.0644
H -1.287 3.288 -1.388 -0.0059
H -1.013 3.146 -2.873 0.0015
O -4.892 -2.428 -0.810 -0.0526
H -4.765 -2.821 -1.686 0.0084
H -5.748 -2.767 -0.525 0.0598
O -1.926 -3.894 -0.845 -0.0407
H -1.325 -3.203 -1.144 0.0206
H -2.792 -3.458 -0.812 0.0116
O 5.493 -1.052 2.108 -0.1138
H 6.353 -0.630 2.267 0.0101
H 5.359 -0.963 1.160 -0.0445
O -0.680 2.060 -4.563 -0.0600
H -0.513 1.661 -5.428 0.0208
H -1.549 1.722 -4.310 0.0495
O -5.876 -0.080 1.317 -0.0518
H -6.619 0.387 0.918 0.0623
H -5.422 0.602 1.828 0.0073
O -4.347 -3.137 -3.794 -0.0638
H -3.995 -3.960 -4.161 0.0266
H -4.232 -2.495 -4.505 0.0139
O 1.363 -5.708 0.476 -0.0808
H 2.265 -5.404 0.313 0.0125
H 1.477 -6.472 1.063 0.0416
O 7.614 -0.169 3.754 -0.0496
H 8.151 0.628 3.838 0.0585
H 7.112 -0.201 4.578 0.0514
O 2.148 6.026 0.219 -0.0503
H 1.776 6.401 -0.589 0.0626
H 3.031 6.420 0.275 0.0245
O 0.273 -7.010 2.861 -0.0474
H -0.439 -6.512 2.442 0.0320
H 0.756 -6.346 3.373 0.0289
O 3.483 -6.227 -1.310 -0.0478
H 4.192 -5.578 -1.403 0.0422
H 2.798 -5.913 -1.913 0.0504
O 4.904 7.356 0.824 -0.0433
H 5.362 7.464 1.665 0.0513
H 5.613 7.331 0.171 0.0507
O -3.864 -2.129 -6.706 -0.0553
H -3.301 -1.368 -6.878 0.0257
H -4.016 -2.505 -7.580 0.0328
O -6.143 2.679 2.610 -0.0488
H -5.539 3.374 2.324 0.0270
H -6.998 3.123 2.656 0.0525
O 5.713 0.298 -4.334 -0.0527
H 6.408 0.966 -4.416 0.0311
H 5.021 0.606 -4.928 0.0531
O 6.984 2.861 -3.204 -0.0445
H 7.513 3.663 -3.134 0.0502
H 6.494 2.826 -2.375 0.0222
O -0.062 8.084 1.396 -0.0565
H 0.303 7.265 1.040 0.0067
H 0.075 8.730 0.689 0.0273
O -2.771 6.300 1.351 -0.0519
H -1.942 6.774 1.512 0.0141
H -2.910 6.392 0.402 0.0517
O 4.309 4.024 -1.487 -0.0538
H 3.376 4.106 -1.252 0.0135
H 4.410 3.097 -1.736 0.0180
O -5.066 -5.687 -5.055 -0.0617
H -5.810 -5.197 -5.424 0.0537
H -5.365 -5.933 -4.167 0.0173
O -0.855 -7.604 -0.323 -0.0528
H -0.313 -6.806 -0.253 -0.0090
H -1.352 -7.629 0.502 0.0269
O 0.014 10.997 0.934 -0.0545
H 0.498 11.825 1.023 0.0454
H -0.482 10.925 1.757 0.0461
O -3.050 5.303 4.465 -0.0564
H -2.228 5.776 4.635 0.0397
H -3.184 5.399 3.515 -0.0087
O 1.014 -0.099 -2.324 -0.0352
H 0.302 0.424 -2.720 0.0294
H 0.686 -0.316 -1.445 -0.0210
O 0.176 1.329 -7.534 -0.0455
H 0.758 2.084 -7.681 0.0531
H 0.065 0.945 -8.411 0.0470
O -5.916 5.986 2.599 -0.0507
H -5.468 6.097 3.448 0.0356
H -5.196 5.981 1.955 0.0120
O 5.461 -3.138 6.055 -0.0462
H 5.826 -3.325 6.928 0.0530
H 5.561 -3.971 5.578 0.0559
O -4.394 -0.650 4.140 -0.0402
H -3.729 0.044 4.057 0.0358
H -5.108 -0.360 3.557 0.0211
O -1.219 -4.859 6.842 -0.0552
H -0.859 -5.052 7.716 0.0502
H -1.120 -5.689 6.360 0.0383
O -3.898 0.426 7.106 -0.0563
H -3.324 1.182 6.941 0.0298
H -4.048 0.046 6.231 -0.0070
O -2.833 3.375 -6.317 -0.0564
H -2.393 3.493 -5.467 0.0141
H -2.109 3.348 -6.953 0.0240
O -5.827 -7.772 -3.410 -0.0603
H -5.596 -8.014 -4.315 0.0426
H -6.263 -8.557 -3.061 0.0493
O -3.612 -0.820 -9.293 -0.0454
H -2.959 -0.116 -9.379 0.0394
H -4.334 -0.539 -9.867 0.0545
O 8.606 -2.116 6.053 -0.0570
H 8.739 -2.521 5.188 0.0384
H 7.725 -2.409 6.316 -0.0034
```

**Spin multiplicity**: 1
**Total charge**: +1

---

No. 2
DFT (ωB97M-V with the def2-TZVPD basis set) results for a single C6H6O molecule.

Geometry as XYZ:
```
13
Properties=species:S:1:pos:R:3:lowdin_charge:R:1
O 2.036 -1.002 -0.162 -0.0463
C 1.427 0.127 0.405 -0.2281
C -0.025 0.312 0.025 -0.2623
C -0.730 -0.738 -0.297 -0.0720
C -1.241 -1.661 -1.044 0.0434
C -0.689 1.531 0.339 -0.1001
C -1.237 2.526 0.735 0.1332
H 1.488 -1.775 0.033 0.0848
H 1.413 0.090 1.501 0.1277
H 2.011 0.995 0.094 0.1299
H -0.935 -1.250 -2.006 0.0895
H -1.801 -2.549 -0.738 0.0745
H -1.717 3.395 1.115 0.0257
```

**Spin multiplicity**: 1
**Energy above the lowest of the compared OMol25 structures with the same formula, charge and spin**: 97.68 kcal per mole
**SMILES**: C#CC(=C=C)CO

---

No. 3
DFT (ωB97M-V with the def2-TZVPD basis set) results for 5 unconnected molecules or ions with the total composition C2H13NO4.

Geometry as XYZ:
```
20
Properties=species:S:1:pos:R:3:lowdin_charge:R:1
C 1.506 -2.835 -1.796 -0.0462
C 1.265 -1.822 -0.943 -0.3277
N 0.097 -1.514 -0.309 0.0602
H 0.767 -3.610 -1.951 0.0407
H 2.354 -2.793 -2.454 0.0335
H 2.135 -1.254 -0.635 0.1057
H -0.725 -1.962 -0.661 0.0913
H 0.060 -0.736 0.326 0.0880
H -0.266 -0.887 -2.903 0.0127
H 0.128 0.350 -3.676 0.0443
O -0.574 0.002 -3.111 -0.0664
H -2.245 0.624 3.964 0.0194
H -3.283 0.002 4.807 0.0328
O -2.619 0.705 4.851 -0.0679
H 0.852 2.219 3.247 0.0386
H 0.243 1.977 1.888 0.0291
O 0.012 2.012 2.824 -0.0541
H 1.183 2.867 -2.540 0.0320
H 0.044 1.867 -2.314 0.0018
O 0.860 2.203 -1.926 -0.0678
```

**Spin multiplicity**: 1
**Energy above the lowest of the compared OMol25 structures with the same formula, charge and spin**: 32.48 kcal per mole
**SMILES**: C=CN.O.O.O.O

---

no.,total energy (Ha),E_LUMO (eV)
1,-3781.82007,-4.85
2,-307.30777,0.59
3,-439.67103,0.42